{"formula": "C8H11NS", "method": "ωB97M-V/def2-TZVPD", "elements": ["C", "C", "C", "C", "C", "C", "C", "C", "N", "S", "H", "H", "H", "H", "H", "H", "H", "H", "H", "H", "H"], "positions_angstrom": [[3.301523, -0.662735, -0.061376], [1.181819, -0.825691, -0.265472], [1.198538, 0.490730, 0.046794], [-0.307712, -0.906355, -0.376810], [-0.348267, 0.639705, -0.085699], [-1.342149, -1.673663, 0.461964], [-0.972946, 0.935445, 1.325448], [-0.791727, 1.499495, -1.215227], [2.325756, -1.449228, -0.247503], [2.846756, 1.051933, 0.208798], [4.285742, -0.861826, 0.100780], [-0.528862, -1.019823, -2.212433], [-1.279372, -2.702314, 0.237560], [-2.397951, -1.319466, 0.223029], [-0.938243, -1.564221, 1.411475], [-0.770731, 1.896342, 1.509947], [-0.596401, 0.359840, 2.037778], [-2.100473, 0.936266, 1.463749], [-1.773982, 1.859890, -1.132157], [-0.911798, 0.945855, -2.039596], [-0.079512, 2.369827, -1.391048]], "atomic_forces_ev_per_a": [[-1.8335, 2.5272, 0.3598], [-2.1439, 1.5431, 1.1698], [-0.0854, 0.6702, -0.4938], [-1.1552, 0.3170, -3.3143], [0.4788, -0.4648, 1.5181], [-0.0504, 0.4373, -3.3129], [-3.3528, -0.0767, -4.1799], [1.5242, 3.0734, 1.7969], [1.8045, -3.3492, -0.6916], [-1.2690, -0.9824, -0.1073], [2.5647, -1.0054, 0.0835], [0.1434, -0.1092, 3.6721], [-0.1036, -1.3272, -0.3301], [1.5372, -0.2332, 0.8079], [-0.2043, 0.2979, 2.2404], [1.1949, 3.8456, 0.9607], [1.8501, -2.4869, 3.0315], [1.0778, -0.5217, -0.8546], [-1.4214, 0.9625, 0.8459], [0.4600, -2.0844, -3.3667], [-1.0163, -1.0332, 0.1646]], "energy_ev": -20794.003, "relative_energy_ev": 4.999, "homo_energy_ev": -8.5}